(1)
{"formula": "C31H35N7O4P2Si", "method": "ωB97M-V with the def2-TZVPD basis set", "gap_ev": 9.57, "e_tot_ha": -2858.79254, "spin_multiplicity": 1, "symbols": ["N", "C", "O", "Si", "P", "P", "O", "O", "O", "H", "H", "H", "H", "H", "N", "C", "C", "C", "C", "C", "H", "H", "H", "H", "H", "N", "C", "C", "C", "C", "C", "H", "H", "H", "H", "H", "N", "C", "C", "C", "C", "C", "H", "H", "H", "H", "H", "N", "C", "C", "C", "C", "C", "H", "H", "H", "H", "H", "N", "C", "C", "C", "C", "C", "H", "H", "H", "H", "H", "N", "C", "C", "C", "C", "C", "H", "H", "H", "H", "H"], "positions_angstrom": [[5.620, 0.289, -1.726], [6.276, -0.480, -2.287], [6.889, -1.297, -3.074], [7.045, -2.880, -2.403], [5.332, -3.506, -1.155], [3.528, -2.587, -1.977], [2.480, -3.603, -2.079], [3.887, -1.966, -3.397], [3.063, -1.437, -0.975], [7.125, -3.794, -3.550], [8.297, -3.028, -1.643], [5.541, -2.813, 0.053], [3.146, -2.110, -4.007], [3.823, -0.920, -0.650], [2.445, 1.536, 1.188], [1.496, 0.872, 0.526], [0.147, 1.188, 0.597], [-0.239, 2.248, 1.400], [0.733, 2.950, 2.096], [2.055, 2.554, 1.954], [1.845, 0.052, -0.085], [-0.582, 0.618, 0.037], [-1.284, 2.523, 1.479], [0.479, 3.786, 2.735], [2.847, 3.078, 2.478], [2.039, 6.069, 4.096], [3.345, 5.814, 4.150], [4.315, 6.652, 3.621], [3.907, 7.820, 2.998], [2.552, 8.100, 2.932], [1.664, 7.196, 3.495], [3.622, 4.888, 4.643], [5.363, 6.392, 3.695], [4.633, 8.500, 2.571], [2.189, 9.000, 2.455], [0.596, 7.380, 3.467], [-2.870, 2.524, -1.065], [-2.013, 3.408, -1.571], [-2.005, 3.800, -2.901], [-2.941, 3.240, -3.756], [-3.839, 2.315, -3.248], [-3.763, 1.995, -1.902], [-1.296, 3.819, -0.867], [-1.284, 4.524, -3.254], [-2.968, 3.518, -4.802], [-4.586, 1.849, -3.877], [-4.449, 1.278, -1.467], [-6.844, 0.351, -2.091], [-7.787, -0.323, -2.748], [-9.139, -0.027, -2.677], [-9.541, 1.028, -1.876], [-8.576, 1.742, -1.184], [-7.249, 1.367, -1.327], [-7.433, -1.146, -3.359], [-9.857, -0.613, -3.235], [-10.587, 1.290, -1.791], [-8.843, 2.574, -0.547], [-6.465, 1.904, -0.804], [-7.558, -3.172, 0.616], [-6.882, -2.110, 0.180], [-5.595, -2.173, -0.337], [-4.976, -3.410, -0.400], [-5.664, -4.526, 0.049], [-6.947, -4.353, 0.544], [-7.404, -1.162, 0.250], [-5.099, -1.277, -0.680], [-3.972, -3.504, -0.795], [-5.217, -5.511, 0.017], [-7.520, -5.201, 0.904], [7.028, -5.401, 1.410], [6.219, -5.333, 2.466], [6.009, -6.387, 3.342], [6.673, -7.579, 3.108], [7.516, -7.668, 2.012], [7.659, -6.555, 1.199], [5.715, -4.384, 2.613], [5.341, -6.273, 4.185], [6.535, -8.426, 3.767], [8.053, -8.580, 1.791], [8.311, -6.583, 0.333]], "atomic_forces_ev_per_a": [[0.3, -0.3, 0.3], [-0.4, 0.5, -0.9], [0.2, -0.2, 0.8], [0.1, -0.4, -0.3], [0.1, -0.6, 0.1], [-0.8, -0.4, 0.6], [-0.2, -0.2, -0.2], [0.3, 0.3, -0.1], [0.9, -0.1, -0.2], [-0.1, 0.2, -0.1], [0.0, 0.3, 0.1], [0.0, 0.3, -0.2], [0.1, 0.0, 0.0], [-0.2, 0.3, -0.2], [-0.1, 0.0, 0.0], [0.1, 0.1, 0.0], [0.0, 0.0, 0.0], [-0.1, 0.1, 0.0], [0.0, 0.0, 0.0], [0.1, 0.0, 0.0], [-0.2, 0.0, 0.0], [0.0, 0.0, 0.0], [0.0, 0.0, 0.0], [0.0, 0.0, 0.0], [0.0, 0.0, 0.0], [0.0, 0.0, -0.1], [-0.1, -0.1, 0.0], [0.0, 0.0, 0.0], [0.0, 0.0, 0.0], [0.0, 0.0, 0.0], [-0.1, 0.0, 0.0], [0.0, 0.0, 0.0], [0.0, 0.0, 0.0], [0.0, 0.0, 0.0], [0.0, 0.0, 0.0], [0.0, 0.0, 0.0], [0.0, 0.0, -0.1], [0.0, 0.0, 0.1], [0.0, 0.0, 0.0], [0.0, 0.0, 0.0], [0.0, 0.0, 0.0], [0.0, 0.0, 0.2], [0.0, 0.0, -0.1], [0.0, 0.0, 0.0], [0.0, 0.0, 0.0], [0.0, 0.0, 0.0], [0.0, -0.1, -0.1], [-0.1, 0.2, 0.0], [0.1, -0.1, -0.1], [0.0, 0.0, 0.0], [0.0, 0.0, 0.0], [0.0, 0.0, 0.0], [0.1, 0.0, 0.0], [0.0, 0.0, 0.0], [0.0, 0.0, 0.0], [0.0, 0.0, 0.0], [0.0, 0.0, 0.0], [-0.1, 0.0, 0.0], [0.1, 0.0, 0.0], [-0.1, 0.0, 0.0], [0.0, -0.1, 0.0], [0.0, 0.0, 0.0], [0.0, 0.0, 0.0], [-0.1, 0.0, 0.0], [0.0, 0.0, 0.0], [0.0, 0.0, 0.0], [0.0, 0.0, 0.0], [0.0, 0.0, 0.0], [0.0, 0.0, 0.0], [0.0, 0.0, 0.0], [0.0, 0.1, -0.1], [0.0, 0.0, 0.0], [0.0, 0.0, 0.0], [0.0, 0.0, 0.0], [0.0, 0.1, -0.1], [0.0, 0.0, 0.0], [0.0, 0.0, 0.0], [0.0, 0.0, 0.0], [0.0, 0.0, 0.0], [0.0, 0.0, 0.0]], "lowdin_charge": [0.176, -0.487, -0.176, 0.424, 0.643, 0.170, -0.329, -0.173, -0.191, -0.046, -0.047, -0.112, 0.098, 0.045, 0.054, -0.145, -0.070, -0.097, -0.073, -0.160, 0.070, 0.099, 0.098, 0.090, 0.091, 0.053, -0.163, -0.073, -0.082, -0.075, -0.157, 0.103, 0.101, 0.105, 0.100, 0.102, 0.061, -0.158, -0.071, -0.080, -0.067, -0.159, 0.096, 0.101, 0.104, 0.099, 0.071, 0.053, -0.153, -0.066, -0.075, -0.066, -0.160, 0.108, 0.103, 0.106, 0.103, 0.097, 0.053, -0.162, -0.075, -0.078, -0.079, -0.163, 0.093, 0.085, 0.106, 0.099, 0.100, 0.039, -0.161, -0.070, -0.079, -0.073, -0.158, 0.100, 0.102, 0.106, 0.101, 0.101]}


(2)
{"formula": "C31H36BF4HgN10O2P2S2Se", "method": "ωB97M-V with the def2-TZVPD basis set", "gap_ev": [4.77, 8.09], "e_tot_ha": -6359.50136, "spin_multiplicity": 2, "s2": 0.78, "symbols": ["Hg", "Se", "N", "C", "C", "C", "C", "C", "N", "C", "C", "N", "C", "C", "C", "C", "C", "N", "H", "H", "H", "H", "H", "H", "N", "C", "N", "C", "C", "S", "C", "C", "S", "C", "N", "N", "H", "H", "H", "H", "H", "H", "C", "P", "C", "C", "C", "P", "C", "C", "H", "H", "H", "H", "H", "H", "H", "H", "H", "H", "H", "H", "H", "H", "H", "H", "O", "C", "N", "C", "O", "C", "C", "C", "C", "N", "C", "H", "H", "H", "H", "H", "H", "H", "H", "F", "B", "F", "F", "F"], "positions_angstrom": [[-0.068, 0.211, -0.247], [4.835, 6.043, -2.402], [4.873, 4.279, -2.662], [3.746, 3.796, -2.200], [3.381, 2.399, -2.260], [4.132, 1.457, -2.939], [3.685, 0.140, -3.011], [2.521, -0.200, -2.334], [1.803, 0.661, -1.638], [2.158, 1.985, -1.637], [1.258, 2.922, -1.083], [0.059, 2.480, -0.573], [-0.867, 3.369, -0.249], [-0.656, 4.741, -0.269], [0.588, 5.216, -0.672], [1.550, 4.324, -1.110], [2.827, 4.757, -1.631], [3.221, 6.007, -1.646], [5.047, 1.773, -3.423], [4.224, -0.606, -3.579], [2.153, -1.220, -2.354], [-1.835, 2.972, 0.028], [-1.455, 5.409, 0.016], [0.816, 6.274, -0.687], [-0.222, 0.089, -3.952], [-0.674, -1.026, -3.342], [-0.686, -1.243, -2.053], [-1.239, -2.469, -1.752], [-1.564, -3.231, -2.822], [-1.225, -2.388, -4.280], [-1.495, -2.811, -0.358], [-2.178, -3.900, 0.075], [-2.326, -3.882, 1.792], [-1.447, -2.380, 1.817], [-1.080, -1.955, 0.645], [-1.135, -1.766, 2.992], [-0.299, 0.931, -3.396], [-0.541, 0.225, -4.896], [-2.008, -4.212, -2.842], [-2.618, -4.698, -0.498], [-1.716, -1.983, 3.785], [-0.885, -0.793, 2.885], [4.056, -3.044, -0.159], [2.608, -2.276, 0.686], [2.157, -3.706, 1.760], [3.557, -1.267, 1.913], [2.683, -0.675, 3.024], [1.382, 0.560, 2.528], [2.441, 2.014, 2.159], [0.892, 0.928, 4.276], [3.708, -3.790, -0.876], [4.707, -3.527, 0.572], [4.615, -2.280, -0.698], [3.024, -4.062, 2.320], [1.784, -4.511, 1.124], [1.365, -3.428, 2.454], [4.083, -0.479, 1.366], [4.317, -1.917, 2.357], [3.313, -0.176, 3.766], [2.160, -1.489, 3.535], [3.230, 2.118, 2.907], [1.830, 2.918, 2.143], [2.886, 1.898, 1.169], [1.749, 1.331, 4.818], [0.577, 0.002, 4.760], [0.074, 1.643, 4.326], [-6.224, -3.451, 1.756], [-6.663, -2.161, 2.114], [-5.487, -1.330, 2.074], [-5.475, -0.105, 2.654], [-6.424, 0.315, 3.293], [-4.208, 0.684, 2.523], [-4.064, 1.808, 3.331], [-2.887, 2.531, 3.273], [-1.878, 2.083, 2.436], [-2.004, 1.015, 1.653], [-3.161, 0.361, 1.668], [-6.988, -4.024, 1.653], [-7.077, -2.123, 3.125], [-7.423, -1.789, 1.416], [-4.771, -1.627, 1.430], [-4.886, 2.085, 3.977], [-2.748, 3.423, 3.869], [-0.930, 2.606, 2.375], [-3.247, -0.428, 0.930], [-3.406, -0.009, -3.091], [-3.223, 1.153, -2.322], [-2.334, 2.031, -2.977], [-4.429, 1.770, -2.042], [-2.598, 0.773, -1.076]], "atomic_forces_ev_per_a": [[-0.3, 0.0, -0.1], [0.1, 0.1, 0.0], [-0.1, -0.2, 0.0], [0.3, 0.3, -0.1], [0.0, -0.6, -0.1], [-0.1, 0.4, 0.2], [-0.1, -0.3, 0.0], [0.4, -0.2, -0.1], [-0.1, 0.1, 0.3], [-0.1, 0.3, 0.0], [0.3, 0.0, -0.1], [0.2, -0.2, -0.1], [-0.2, 0.4, 0.0], [-0.3, -0.2, 0.1], [0.4, -0.2, -0.2], [-0.6, 0.1, 0.3], [0.3, 0.4, -0.1], [-0.2, -0.2, 0.1], [0.0, 0.0, 0.0], [0.0, 0.0, 0.0], [0.0, 0.0, 0.1], [0.0, -0.1, 0.0], [0.0, 0.0, 0.0], [0.0, 0.0, 0.0], [0.0, 0.2, 0.1], [0.0, -0.5, -0.2], [-0.1, 0.1, 0.1], [0.0, -0.1, -0.4], [0.0, 0.0, 0.1], [0.0, 0.2, 0.2], [-0.2, -0.3, 0.3], [0.1, 0.0, 0.0], [0.2, 0.3, -0.1], [-0.1, -0.5, 0.1], [0.1, 0.4, -0.2], [0.2, 0.0, 0.0], [-0.1, 0.1, 0.0], [-0.1, 0.0, 0.0], [0.0, 0.0, 0.0], [0.0, 0.1, 0.0], [0.0, 0.1, 0.0], [0.0, 0.1, 0.0], [-0.2, 0.1, 0.0], [0.0, -0.1, -0.1], [0.0, 0.2, -0.1], [-0.2, 0.1, 0.0], [0.0, -0.1, -0.3], [0.6, -0.2, 0.2], [-0.1, -0.1, 0.0], [-0.1, 0.1, -0.3], [0.0, 0.0, 0.0], [0.1, 0.0, 0.0], [0.0, 0.0, 0.0], [0.0, -0.1, 0.0], [0.0, 0.0, 0.1], [-0.1, 0.0, 0.0], [0.0, 0.0, 0.0], [0.1, 0.1, 0.0], [0.0, 0.0, 0.0], [0.0, 0.1, 0.1], [0.0, 0.0, 0.0], [0.0, 0.0, 0.0], [0.0, 0.0, 0.0], [0.0, 0.0, 0.0], [0.0, 0.0, 0.0], [0.0, 0.0, 0.0], [0.1, -0.1, 0.0], [-0.2, 0.2, 0.1], [0.0, -0.1, -0.1], [-0.1, -0.2, -0.2], [0.0, 0.0, 0.1], [0.1, 0.2, 0.1], [0.0, -0.1, -0.1], [0.0, 0.0, 0.1], [0.0, -0.1, 0.1], [0.0, 0.1, 0.0], [-0.2, -0.1, 0.0], [0.0, 0.0, 0.0], [0.0, 0.0, 0.0], [0.0, -0.1, 0.0], [0.0, 0.1, 0.0], [0.0, 0.0, 0.0], [0.0, 0.0, 0.0], [0.0, 0.0, 0.0], [0.0, 0.0, 0.1], [0.1, 0.1, 0.1], [0.1, 0.0, 0.0], [0.0, -0.1, 0.0], [0.0, 0.0, 0.0], [0.0, -0.1, 0.0]], "lowdin_spin": [0.007, 0.058, 0.037, -0.010, 0.064, 0.026, 0.104, 0.000, 0.117, 0.121, 0.117, 0.118, 0.003, 0.102, 0.025, 0.062, -0.010, 0.037, -0.001, 0.008, -0.002, -0.001, 0.007, -0.001, 0.001, 0.000, -0.001, 0.000, 0.000, 0.000, 0.000, 0.000, 0.000, 0.000, 0.001, 0.000, 0.000, 0.000, 0.000, 0.000, 0.000, 0.000, 0.001, 0.001, 0.000, 0.000, 0.000, 0.004, 0.001, 0.001, 0.000, 0.000, 0.001, 0.000, 0.000, 0.000, 0.000, 0.000, 0.000, 0.000, 0.000, 0.000, 0.001, 0.000, 0.000, 0.000, 0.000, 0.000, 0.000, 0.000, 0.000, 0.000, 0.000, 0.000, 0.000, 0.001, 0.000, 0.000, 0.000, 0.000, 0.000, 0.000, 0.000, 0.000, 0.000, 0.000, 0.000, 0.000, 0.000, 0.000]}


(3)
{"formula": "C31H36BiBrN3OS4Si", "method": "ωB97M-V with the def2-TZVPD basis set", "gap_ev": 5.22, "e_tot_ha": -6112.89496, "charge": 1, "spin_multiplicity": 1, "symbols": ["Bi", "C", "C", "S", "C", "C", "S", "C", "C", "S", "C", "C", "S", "H", "H", "H", "H", "H", "H", "H", "H", "H", "H", "H", "H", "H", "H", "H", "H", "Br", "C", "C", "C", "C", "C", "C", "N", "N", "C", "C", "C", "C", "O", "C", "N", "C", "C", "C", "C", "H", "H", "H", "H", "H", "H", "H", "H", "H", "C", "Si", "C", "C", "C", "C", "C", "C", "C", "H", "H", "H", "H", "H", "H", "H", "H", "H", "H", "H"], "positions_angstrom": [[-0.806, -0.579, -1.015], [-0.201, -0.646, 4.499], [-1.654, -1.147, 4.942], [-3.100, -1.283, 3.827], [-2.967, 0.135, 2.723], [-3.970, -0.010, 1.491], [-3.537, -1.050, 0.020], [-3.519, -2.762, 0.557], [-2.472, -3.678, -0.006], [-0.696, -3.111, 0.229], [-0.635, -2.930, 2.096], [0.722, -2.478, 2.576], [0.986, -1.976, 4.292], [0.219, -0.050, 5.349], [-0.173, -0.046, 3.606], [-2.038, -0.499, 5.774], [-1.419, -2.165, 5.296], [-1.896, 0.250, 2.436], [-3.294, 0.919, 3.386], [-4.046, 0.963, 1.059], [-4.944, -0.231, 1.880], [-4.561, -3.041, 0.322], [-3.373, -2.779, 1.654], [-2.517, -3.817, -1.103], [-2.438, -4.698, 0.417], [-0.886, -3.939, 2.518], [-1.481, -2.193, 2.324], [1.053, -1.584, 2.002], [1.467, -3.243, 2.350], [5.407, 3.115, 6.537], [5.415, 3.777, 4.791], [4.663, 4.927, 4.363], [4.426, 5.014, 3.025], [5.083, 4.210, 2.087], [6.203, 3.441, 2.545], [6.397, 3.308, 3.906], [4.617, 3.997, 0.833], [3.333, 4.174, 0.680], [2.748, 3.563, -0.395], [3.534, 2.837, -1.339], [2.969, 1.811, -2.055], [1.635, 1.366, -1.776], [1.173, 0.239, -2.316], [0.834, 2.212, -0.972], [-0.476, 1.869, -0.793], [-1.320, 2.734, -0.273], [-0.879, 3.948, 0.356], [0.443, 4.237, 0.317], [1.329, 3.357, -0.369], [4.015, 5.489, 5.035], [3.659, 5.696, 2.583], [6.662, 2.786, 1.817], [7.202, 2.673, 4.311], [4.529, 3.199, -1.448], [3.534, 1.344, -2.827], [-2.402, 2.579, -0.449], [-1.509, 4.588, 0.945], [0.852, 5.139, 0.742], [-3.676, -1.107, -3.531], [-1.774, -1.226, -3.559], [-1.140, 0.239, -4.641], [-1.405, -2.891, -4.417], [-0.550, -3.883, -3.832], [-0.147, -4.967, -4.611], [-0.577, -5.096, -5.960], [-1.391, -4.146, -6.518], [-1.774, -3.021, -5.744], [-3.994, -0.349, -4.236], [-4.110, -0.786, -2.604], [-3.989, -2.126, -3.864], [-0.769, -0.252, -5.537], [-0.346, 0.809, -4.133], [-1.987, 0.899, -4.802], [-0.331, -3.858, -2.748], [0.488, -5.748, -4.208], [-0.338, -5.956, -6.592], [-1.790, -4.244, -7.529], [-2.302, -2.254, -6.291]], "atomic_forces_ev_per_a": [[1.7, 0.8, -0.7], [-0.9, -0.1, 0.9], [0.8, 0.9, 0.7], [0.3, -1.1, -0.1], [0.1, -0.7, -0.8], [1.9, -0.2, 1.2], [0.3, 1.2, 0.4], [-0.8, -0.4, 1.5], [1.5, -0.5, -1.1], [-0.6, -1.0, 0.5], [-1.7, 0.2, 0.0], [0.8, 1.2, -1.1], [-0.1, -0.8, 0.1], [-0.4, -0.4, -0.8], [-0.1, 0.5, -0.3], [0.7, -0.7, -0.5], [-0.8, 0.4, 0.1], [-0.9, 0.2, -0.1], [0.0, 1.0, -0.5], [-0.1, 0.7, -0.5], [-0.6, -0.5, 0.0], [0.6, -0.7, 0.2], [-0.5, 0.2, -0.5], [-0.1, 0.2, 0.4], [-0.6, 0.6, 0.1], [0.0, 0.9, -0.4], [1.4, -1.1, 0.0], [-0.3, -0.5, 0.0], [0.0, 0.0, 0.2], [-0.1, 0.2, 0.3], [1.2, 2.5, -0.8], [-0.8, -2.2, 1.1], [-0.7, 1.2, -1.7], [1.4, 0.0, 2.5], [-1.8, 0.7, -1.0], [-0.3, -1.2, 0.8], [-3.0, -0.8, -2.5], [2.4, 0.6, 1.7], [0.6, -1.1, -1.6], [-2.0, 1.0, 0.9], [-1.2, -0.1, 0.3], [1.4, -1.2, -1.1], [-0.9, 0.6, 1.5], [-0.6, -0.7, 0.2], [-1.4, 0.9, -1.1], [-0.2, 0.7, 0.2], [-0.1, -0.8, -0.2], [0.7, -0.6, -0.3], [1.6, 1.2, 0.8], [0.4, -0.2, 0.1], [0.7, -0.5, 0.8], [0.5, 0.2, 0.1], [-0.6, 0.2, -0.4], [0.7, -0.3, -0.2], [0.2, -0.6, -0.4], [0.7, -0.3, 0.6], [-0.6, 0.1, -0.3], [0.0, 0.0, 0.2], [0.7, -0.8, -0.4], [-0.7, 0.6, -1.0], [0.2, -0.7, 1.4], [1.5, 0.1, 1.3], [-1.0, -0.2, -0.6], [-0.2, 0.0, -0.5], [0.1, -0.3, 0.5], [-0.7, 1.0, 0.6], [0.4, -0.7, -0.9], [0.0, 0.0, -0.5], [-0.3, -0.3, 0.6], [-0.3, 0.9, 0.4], [0.0, 0.4, -0.3], [-0.1, -0.3, -0.4], [-0.1, 0.0, -0.4], [0.2, 0.1, -0.8], [-0.1, 0.1, 0.1], [0.3, 0.2, 0.6], [0.3, 0.0, 0.2], [-0.3, 0.2, 0.3]], "lowdin_charge": [1.428, -0.513, -0.486, 0.850, -0.495, -0.439, 0.784, -0.521, -0.462, 0.694, -0.482, -0.574, 0.885, 0.089, 0.046, 0.076, 0.056, 0.064, 0.068, 0.048, 0.075, 0.098, 0.037, 0.075, 0.097, 0.114, 0.011, 0.069, 0.080, 0.763, -0.701, -0.099, -0.059, -0.298, -0.004, -0.143, 0.071, 0.080, -0.222, 0.008, 0.016, -0.348, -0.279, -0.209, -0.096, -0.126, -0.034, 0.016, -0.090, 0.108, 0.121, 0.111, 0.108, 0.104, 0.110, 0.119, 0.105, 0.121, -0.228, 0.540, -0.188, -0.312, -0.103, -0.070, -0.077, -0.075, -0.110, 0.026, -0.048, 0.048, 0.030, 0.010, 0.024, 0.072, 0.103, 0.112, 0.113, 0.105]}


Which largest force on an atom belongs to each record? In order, 1.12 0.70 3.95 eV Å⁻¹.